Arrangement 1

ORCA calculation (wB97M-V/def2-TZVPD) on an isolated molecule of C5H15N3.

The value obtained for the HOMO energy is -0.31450 hartree. The HOMO-LUMO gap is 9.714 eV.

Structure (ORCA input):
```
! RIJCOSX wB97M-V def2-TZVPD def2/J DEFGRID3
* xyz 0 1
N -2.57434 0.81348 0.33522
N 0.66848 -0.30481 0.07966
N 3.43718 0.43586 -0.99449
C 2.88944 -0.92209 -0.74623
C -0.73069 -0.79732 0.12400
C 1.39535 -0.89016 -1.06755
C -3.57910 1.35649 1.23056
C -1.52522 0.08016 1.09651
H -3.12714 1.86832 2.09088
H -0.86734 0.77106 1.62240
H 1.16644 -0.39005 -2.01447
H -2.13862 1.52201 -0.24481
H -4.19241 2.09540 0.71539
H -0.76081 -1.87932 0.27034
H 3.38517 -1.59626 -1.45176
H 1.03929 -1.91644 -1.21919
H 3.50011 0.61458 -1.98428
H -1.19782 -0.72502 -0.86296
H -2.10877 -0.50626 1.80380
H 4.35577 0.53193 -0.56494
H -4.21378 0.55398 1.60691
H 2.97976 -1.18172 0.30068
H 0.58673 0.68464 -0.11419
*
```

Löwdin population analysis, charges in e, atoms 1 to 6: -0.15 -0.07 -0.02 -0.27 -0.23 -0.26


Arrangement 2

ORCA calculation (wB97M-V/def2-TZVPD) on an isolated molecule of C5H15N3.

The value obtained for the HOMO energy is -0.31972 hartree. The HOMO-LUMO gap is 9.859 eV.

Structure (ORCA input):
```
! RIJCOSX wB97M-V def2-TZVPD def2/J DEFGRID3
* xyz 0 1
N 2.07484 -0.93638 1.12654
N -0.50036 0.38752 1.70301
N 0.35182 0.52496 -2.94529
C -0.11422 -0.13968 0.40175
C -0.65745 -0.09133 -2.09267
C -1.68626 -0.23026 2.27752
C 1.38380 -0.00031 0.24541
C -0.90864 0.52887 -0.72962
H 1.83952 -1.90252 0.96182
H 3.07243 -0.81085 1.17175
H -0.03279 1.01172 -3.73648
H -0.67309 1.59729 -0.67253
H -1.95389 0.41872 -0.43163
H 1.67181 0.99451 0.56500
H -1.59547 -0.11601 -2.63735
H -0.41579 -1.15562 -1.99220
H -1.87347 -1.25488 1.92703
H -1.63998 -0.21236 3.36963
H -2.59190 0.33505 2.04390
H 0.26710 0.18537 2.33429
H 1.66510 -0.13447 -0.79752
H 1.03440 1.08793 -2.45997
H -0.35995 -1.20486 0.34602
*
```

Löwdin population analysis, charges in e, atoms 1 to 6: 0.00 -0.08 -0.01 -0.41 -0.29 -0.14


What should be chosen as the least stable of them? Choose arrangement 1.


Arrangement 1

ORCA calculation (wB97M-V/def2-TZVPD) on a 2-piece molecular cluster, C5H15N3 overall.

The value obtained for the HOMO energy is -0.32457 hartree. The HOMO-LUMO gap is 9.700 eV.

Structure (ORCA input):
```
! RIJCOSX wB97M-V def2-TZVPD def2/J DEFGRID3
* xyz 0 1
N 1.07315 -1.99450 0.04070
N 0.21274 1.25158 -0.59504
N -0.68490 -1.50749 1.51233
C -1.61843 -1.95739 0.51499
C -0.19767 1.93656 0.62487
C -0.79757 1.43504 -1.64105
C 1.45165 1.88059 -1.07693
C 0.54595 -1.53217 1.22306
H 1.26790 -1.20352 1.96201
H -1.55445 -1.32699 -0.38734
H -0.36092 3.01587 0.47501
H -0.95977 2.50774 -1.84077
H -1.26876 -2.93053 0.13045
H -0.43201 0.95802 -2.54708
H 0.54421 -1.88499 -0.81508
H -2.63794 -2.00064 0.86739
H 0.54003 1.81510 1.41611
H -1.74977 1.02627 -1.30581
H 2.05221 -1.79012 -0.08516
H 1.32231 2.92439 -1.38747
H -1.13577 1.48303 0.95263
H 1.78427 1.36234 -1.98312
H 2.22015 1.73757 -0.32133
*
```

Löwdin population analysis, charges in e, atoms 1 to 6: 0.08 -0.32 -0.04 -0.16 -0.13 -0.12


Arrangement 2

ORCA calculation (wB97M-V/def2-TZVPD) on a 2-piece molecular cluster, C5H15N3 overall.

The value obtained for the HOMO energy (spin up / spin down) is -0.24033 / -0.25428 hartree. The HOMO-LUMO gap (spin up / spin down) is 7.334 / 7.812 eV.

Structure (ORCA input):
```
! RIJCOSX wB97M-V def2-TZVPD def2/J DEFGRID3
* xyz 0 1
N -1.87310 0.14062 1.03619
N 1.15113 0.31099 0.26193
N -1.18653 0.61670 -0.11174
C 0.34725 2.35621 -0.81508
C 1.40719 -0.42081 1.49947
C 0.01970 1.29463 0.23683
C 0.08874 -0.97505 -1.17759
C -0.85570 -2.07805 -0.84562
H -0.47123 3.07329 -0.86553
H -0.82150 -2.32989 0.22418
H 1.10741 -1.33282 -1.30038
H 1.90111 0.19461 2.25782
H -0.05021 1.75642 1.23053
H -1.51633 -0.74170 1.42034
H -2.83338 -0.08171 0.80038
H 0.45391 1.90568 -1.80441
H -1.88174 -1.80559 -1.08529
H 1.26912 2.89588 -0.57756
H 2.03509 -1.29111 1.29040
H -0.57557 -2.99655 -1.37678
H -0.18104 -0.34349 -2.00996
H 2.00250 0.61045 -0.20780
H 0.46317 -0.75873 1.91967
*
```

Löwdin population analysis, charges in e, atoms 1 to 6: -0.04 -0.11 -0.10 -0.06 -0.10 -0.49


What should be chosen as the least stable of them? Choose arrangement 2.


Arrangement 1

ORCA calculation (wB97M-V/def2-TZVPD) on an isolated molecule of C5H15N3.

The value obtained for the HOMO energy is -0.30166 hartree. The HOMO-LUMO gap is 9.201 eV.

Structure (ORCA input):
```
! RIJCOSX wB97M-V def2-TZVPD def2/J DEFGRID3
* xyz 0 1
N -0.69546 -0.86190 -0.97327
N 0.33729 1.10123 0.16025
N -0.48857 1.11071 1.35299
C 0.53367 -0.25631 -0.41592
C 1.33230 -1.21670 0.48511
C -1.53639 -1.58428 -0.02822
C -1.49005 0.08633 -1.75252
C 1.60159 1.79429 0.42233
H 0.85249 -1.37479 1.45646
H 1.41910 2.86814 0.54339
H 1.44822 -2.19338 0.00113
H -2.02241 0.80981 -1.12429
H -0.99480 -2.41326 0.43855
H -1.95329 -0.95066 0.75874
H 1.16837 -0.11084 -1.30203
H -0.86682 0.63634 -2.46647
H 2.34330 -0.83799 0.66930
H -0.01607 0.70615 2.16056
H -0.75280 2.06599 1.60393
H 2.10122 1.43220 1.32843
H -2.23982 -0.44872 -2.34654
H -2.37813 -2.05151 -0.55395
H 2.29706 1.68915 -0.41796
*
```

Löwdin population analysis, charges in e, atoms 1 to 6: -0.21 -0.23 0.04 -0.38 -0.06 -0.12


Arrangement 2

ORCA calculation (wB97M-V/def2-TZVPD) on an isolated molecule of C5H15N3.

The value obtained for the HOMO energy is -0.29320 hartree. The HOMO-LUMO gap is 9.031 eV.

Structure (ORCA input):
```
! RIJCOSX wB97M-V def2-TZVPD def2/J DEFGRID3
* xyz 0 1
N 1.92029 -0.11710 -0.55875
N -3.66760 1.05695 0.03037
N -1.44381 0.09620 0.15022
C 0.93928 -0.77191 0.28523
C -2.25732 1.33664 -0.05617
C 1.47681 -1.11098 1.68281
C 2.11157 -0.39352 -1.96417
C -0.10641 0.36550 0.65514
H 0.30211 1.34265 0.39905
H -1.50395 -0.47786 -0.68273
H 0.49256 -1.66477 -0.23444
H -0.18069 0.65728 1.70579
H -3.86054 0.52443 0.87097
H -2.06051 1.59902 -1.11711
H -1.90688 2.15356 0.56854
H 2.98318 -1.10470 -2.19867
H 2.47399 -1.60213 1.70373
H 2.81329 0.03470 -0.12308
H 2.08193 0.60188 -2.46784
H 1.19094 -0.85514 -2.39203
H 0.95079 -1.98040 2.09946
H -4.07989 0.66426 -0.79638
H 1.33085 -0.35456 2.44006
*
```

Löwdin population analysis, charges in e, atoms 1 to 6: -0.14 -0.01 -0.08 -0.35 -0.31 -0.08


What should be chosen as the least stable of them? Choose arrangement 2.


Arrangement 1

ORCA calculation (wB97M-V/def2-TZVPD) on a 3-piece molecular cluster, C5H15N3 overall.

The value obtained for the HOMO energy (spin up / spin down) is -0.26459 / -0.26448 hartree. The HOMO-LUMO gap (spin up / spin down) is 7.694 / 7.691 eV.

Structure (ORCA input):
```
! RIJCOSX wB97M-V def2-TZVPD def2/J DEFGRID3
* xyz 0 1
N -0.79555 0.28054 0.04827
N 1.45168 -0.63238 0.82508
N 1.85770 1.42685 -0.35246
C 1.28343 -0.55425 -1.63064
C -1.76393 0.07639 -0.99423
C 1.35746 0.23784 -0.35032
C -0.51173 -1.34454 1.31883
C -1.00137 1.51729 0.74307
H -2.80500 0.16204 -0.63935
H -0.91002 -1.96967 0.53035
H 1.76913 -0.11920 1.64132
H 2.06119 -1.43236 0.67470
H 0.80619 0.05748 -2.39269
H 1.79928 1.89596 0.54860
H -1.28556 -0.89335 1.92905
H 2.29203 -0.81265 -1.96557
H 0.09165 -1.92720 2.01519
H 0.71081 -1.47390 -1.51409
H -2.05182 1.70306 1.01191
H -1.64914 -0.91639 -1.43924
H -1.64808 0.81141 -1.80823
H -0.41392 1.54126 1.66827
H -0.64442 2.36576 0.13219
*
```

Löwdin population analysis, charges in e, atoms 1 to 6: -0.27 0.05 0.08 -0.05 -0.16 -0.56


Arrangement 2

ORCA calculation (wB97M-V/def2-TZVPD) on C5H15N3 as an isolated structure.

The value obtained for the HOMO energy is -0.27136 hartree. The HOMO-LUMO gap is 8.414 eV.

Structure (ORCA input):
```
! RIJCOSX wB97M-V def2-TZVPD def2/J DEFGRID3
* xyz 0 1
N 1.25701 0.11198 0.82806
N 1.00888 1.51616 0.75751
N -1.92597 -0.76989 -0.40295
C 0.25010 -0.04314 -1.64264
C -0.92938 -0.86098 0.74305
C 0.06213 -0.78737 -0.34332
C -2.70767 0.45638 -0.48543
C 2.64819 -0.18667 1.04423
H -1.03812 -0.05143 1.46135
H 1.64648 1.96991 0.09134
H -3.22576 0.50820 -1.44339
H 3.31299 0.16201 0.22700
H 3.01976 0.28775 1.97069
H -2.01713 1.29106 -0.37235
H 2.77535 -1.26630 1.16000
H 1.21780 1.93908 1.66537
H 1.30388 -0.04942 -1.91335
H -0.25878 -0.54624 -2.46571
H -0.06893 0.98890 -1.53083
H 0.58397 -1.74324 -0.39896
H -3.44856 0.51998 0.32034
H -0.97368 -1.84075 1.20615
H -2.49255 -1.60602 -0.47617
*
```

Löwdin population analysis, charges in e, atoms 1 to 6: -0.28 -0.03 -0.16 -0.09 -0.16 -0.20


Arrangement 3

ORCA calculation (wB97M-V/def2-TZVPD) on an isolated molecule of C5H15N3.

The value obtained for the HOMO energy is -0.31366 hartree. The HOMO-LUMO gap is 9.654 eV.

Structure (ORCA input):
```
! RIJCOSX wB97M-V def2-TZVPD def2/J DEFGRID3
* xyz 0 1
N 0.59960 1.85435 -3.01730
N 0.33526 0.15493 0.29225
N -1.57571 -2.81110 1.59032
C -0.67976 -0.64563 0.94739
C -0.37741 -2.10988 1.20371
C 1.09201 1.26454 -1.75313
C 0.94211 1.11298 1.20816
C -0.12146 0.80323 -0.93764
H -0.60223 0.00215 -1.47956
H -1.47004 -3.53805 2.26964
H 0.81450 0.78275 2.23778
H -1.03380 -0.14666 1.85699
H 1.47703 2.09571 -1.23997
H 1.77210 0.44204 -1.95263
H -1.66024 -0.65168 0.45553
H -0.38958 1.69073 -3.11395
H 0.35926 -2.20463 1.99598
H 0.13104 -2.51445 0.32472
H 0.42028 2.07837 1.18316
H -2.42198 -2.27675 1.61919
H -0.72922 1.69750 -0.79895
H 1.97604 1.27058 0.94327
H 1.14220 1.64895 -3.83497
*
```

Löwdin population analysis, charges in e, atoms 1 to 6: -0.02 -0.21 -0.01 -0.25 -0.28 -0.26


What should be chosen as the least stable of them? Choose arrangement 1.


Arrangement 1

ORCA calculation (wB97M-V/def2-TZVPD) on an isolated molecule of C4H2N2S.

The value obtained for the HOMO energy (spin up / spin down) is -0.31875 / -0.31878 hartree. The HOMO-LUMO gap (spin up / spin down) is 7.881 / 7.880 eV.

Structure (ORCA input):
```
! RIJCOSX wB97M-V def2-TZVPD def2/J DEFGRID3
* xyz 0 1
S 2.22900 1.06264 -0.29875
N 0.83737 3.75169 0.27729
N -0.37108 3.54072 0.48278
C -0.37643 0.65672 0.04210
C 1.23574 2.35785 0.24220
C 0.87120 0.00616 -0.07812
C -0.09619 1.96058 0.37776
H 1.12624 -1.08594 -0.13240
H -1.35276 0.10714 0.00900
*
```

Löwdin population analysis, charges in e, atoms 1 to 6: 1.02 0.02 0.10 -0.13 -0.55 -0.42


Arrangement 2

ORCA calculation (wB97M-V/def2-TZVPD) on an isolated molecule of C4H2N2S.

The value obtained for the HOMO energy is -0.33729 hartree. The HOMO-LUMO gap is 8.740 eV.

Structure (ORCA input):
```
! RIJCOSX wB97M-V def2-TZVPD def2/J DEFGRID3
* xyz 0 1
S 2.74823 -0.34901 0.12460
N -1.48994 0.30605 0.17186
N 0.58612 1.33415 0.00610
C -0.98769 -0.89133 0.07204
C -0.78709 1.33498 -0.00578
C -0.17836 -1.78794 -0.02477
C 1.45854 0.49963 0.02072
H 0.05141 -2.77373 -0.29430
H -1.40121 2.32719 -0.07047
*
```

Löwdin population analysis, charges in e, atoms 1 to 6: 0.77 0.05 0.10 -0.22 -0.20 0.09


What should be chosen as the least stable of them? Choose arrangement 1.


Arrangement 1

ORCA calculation (wB97M-V/def2-TZVPD) on an isolated ion of composition C2H4NO and charge +1.

The value obtained for the HOMO energy is -0.63744 hartree. The HOMO-LUMO gap is 11.462 eV.

Structure (ORCA input):
```
! RIJCOSX wB97M-V def2-TZVPD def2/J DEFGRID3
* xyz 1 1
O -1.26268 0.48857 0.25944
N -0.09786 -0.17162 0.09098
C 0.42930 -1.36281 0.34146
C -0.32054 1.21454 -0.49941
H -0.36371 1.47116 -1.55802
H 0.18024 1.83237 0.10049
H -0.02002 -1.93490 1.13097
H 1.45526 -1.53730 0.13410
*
```

Löwdin population analysis, charges in e, atoms 1 to 6: 0.12 -0.01 0.28 0.12 0.16 0.10


Arrangement 2

ORCA calculation (wB97M-V/def2-TZVPD) on a 2-piece molecular cluster, C2H4NO overall.

The value obtained for the HOMO energy (spin up / spin down) is -0.44037 / -0.49829 hartree. The HOMO-LUMO gap (spin up / spin down) is 6.296 / 8.012 eV.

Structure (ORCA input):
```
! RIJCOSX wB97M-V def2-TZVPD def2/J DEFGRID3
* xyz 1 1
O 0.69658 1.34135 -2.20979
N -0.38661 -0.88957 1.22290
C 0.53129 0.19001 1.08746
C 0.05658 0.47303 -1.66558
H -0.88709 -0.88614 0.24019
H -0.08783 -1.94364 1.41282
H -0.91410 -0.62340 1.99364
H 0.99118 2.33836 -2.08165
*
```

Löwdin population analysis, charges in e, atoms 1 to 6: 0.06 -0.02 0.14 0.10 0.16 0.22


Arrangement 3

ORCA calculation (wB97M-V/def2-TZVPD) on an isolated ion of composition C2H4NO and charge +1.

The value obtained for the HOMO energy is -0.64902 hartree. The HOMO-LUMO gap is 9.748 eV.

Structure (ORCA input):
```
! RIJCOSX wB97M-V def2-TZVPD def2/J DEFGRID3
* xyz 1 1
O -2.09016 0.06174 -0.01688
N -0.90663 0.04593 0.02317
C 0.35713 -0.67873 -0.01293
C 0.31524 0.74867 0.03259
H 0.48456 -1.46838 -0.86479
H 0.50977 1.35673 0.87313
H 0.53603 1.19260 -0.84318
H 0.79406 -1.25856 0.80889
*
```

Löwdin population analysis, charges in e, atoms 1 to 6: 0.33 -0.04 0.04 0.02 0.21 0.16


What should be chosen as the least stable of them? Choose arrangement 2.